# 1
Below is 10 unconnected molecules or ions with the total composition C4H27NO10 in a non-equilibrium geometry, with properties calculated with ωB97M-V with the def2-TZVPD basis set.

```
42
C4H27NO10 (ωB97M-V with the def2-TZVPD basis set)
C 0.3799 1.5802 -2.4272
C 0.1165 1.4235 -0.9359
C -1.0822 0.5343 -0.6851
N -0.1403 2.7271 -0.3042
C 0.8988 3.5472 -0.0058
O 2.0394 3.1831 0.1761
H 0.5647 0.5874 -2.8053
H 1.2958 2.1087 -2.6811
H -0.4590 2.0296 -2.9394
H 1.0042 0.9708 -0.5005
H -1.3221 0.3646 0.3609
H -2.0123 0.9306 -1.1110
H -0.9610 -0.3857 -1.2530
H -1.0142 3.1908 -0.4976
H 0.5695 4.5767 0.1918
O 3.5891 -1.8717 -1.2458
H 3.5191 -1.0225 -1.7041
H 4.2885 -1.6209 -0.6259
O -3.1605 -0.2201 -3.6741
H -2.3732 -0.1747 -4.2251
H -3.0644 -0.8922 -2.9926
O 0.9084 -2.4179 1.4620
H 1.1863 -1.5076 1.3308
H 1.4142 -2.9590 0.8152
O -3.8882 2.4378 1.3388
H -3.8449 2.5304 0.3855
H -4.2336 1.5826 1.6109
O -1.0672 -4.9415 -0.3416
H -1.3411 -4.2000 -0.8921
H -1.6854 -4.9016 0.3987
O 3.5274 0.9187 -0.2457
H 3.1449 1.8105 -0.1130
H 4.4288 1.0933 0.0559
O -2.4125 -2.8595 2.9477
H -1.5050 -2.7119 2.6351
H -2.8638 -2.1090 2.5403
O -1.5919 2.6523 3.3042
H -0.9970 3.2236 2.8090
H -2.1322 2.2275 2.6260
O 2.6630 -4.0815 0.2797
H 2.1083 -4.7844 -0.0776
H 3.2985 -3.8407 -0.4023
```

Summary:
- Kohn-Sham gap: 10.4 eV
- Charge: 0
- Structure (SMILES): CC(C)NC=O.O.O.O.O.O.O.O.O.O
- Total energy: -975.7539 Ha
- Highest occupied orbital energy: -0.3893 hartree
- Energy relative to the best compared isomer or geometry (same formula, charge and spin): 94.3 kJ/mol

Charges computed using natural (NBO), reported in e:
1 C -0.618
2 C -0.073
3 C -0.613
4 N -0.606
5 C 0.550
6 O -0.649
7 H 0.211
8 H 0.225
9 H 0.204
10 H 0.235
11 H 0.224
12 H 0.198
13 H 0.215
14 H 0.391
15 H 0.118
16 O -0.956
17 H 0.487
18 H 0.471
19 O -0.949
20 H 0.477
21 H 0.474
22 O -0.994
23 H 0.465
24 H 0.503
25 O -0.956
26 H 0.479
27 H 0.483
28 O -0.941
29 H 0.463
30 H 0.478
31 O -0.989
32 H 0.506
33 H 0.465
34 O -0.943
35 H 0.488
36 H 0.455
37 O -0.942
38 H 0.462
39 H 0.477
40 O -0.954
41 H 0.484
42 H 0.495

# 2
Below is 11 unconnected molecules or ions with the total composition C46H60N10O5S in a non-equilibrium geometry, with properties calculated with ωB97M-V with the def2-TZVPD basis set.

```
122
C46H60N10O5S (ωB97M-V with the def2-TZVPD basis set)
C -3.8957 4.4638 -0.2140
C -3.9837 3.1453 -0.6627
C -3.9004 1.8624 0.2445
C -2.4215 1.4536 0.7011
O -2.0425 0.3639 -0.1692
O -2.6694 0.8366 2.0290
S -2.1153 2.0367 3.0544
O -1.7599 1.3487 4.3282
O -3.0969 3.1514 3.2617
O -0.7553 2.3887 2.1421
C -1.2852 2.5573 0.7837
C 0.0116 2.4249 -0.1134
H -4.1539 4.6388 0.8776
H -3.5370 5.3317 -0.8322
H -4.1750 2.9979 -1.7733
H -4.3056 0.9764 -0.3474
H -4.5474 1.9166 1.1778
H -2.5628 -0.3878 0.1837
H -1.5554 3.6502 0.7419
H 0.2562 1.3503 -0.4030
H 0.9198 2.8396 0.4372
H -0.0397 2.9994 -1.0894
C -3.7421 -4.4526 0.8137
C -4.3228 -4.4064 2.1062
C -4.0206 -3.1811 2.6477
N -3.2755 -2.4876 1.7325
C -3.1053 -3.2535 0.6089
H -3.7865 -5.2714 0.1115
H -4.8981 -5.1829 2.5860
H -4.2698 -2.7450 3.6025
H -2.9094 -1.5583 1.8641
H -2.5459 -2.8799 -0.2362
C -8.8892 -4.4003 4.2200
C -7.5241 -4.3410 3.8418
C -7.4601 -3.6767 2.6421
N -8.7360 -3.3368 2.2805
C -9.6128 -3.7696 3.2392
H -9.2961 -4.8529 5.1112
H -6.6824 -4.7398 4.3878
H -6.6216 -3.4186 2.0174
H -8.9898 -2.8451 1.4414
H -10.6723 -3.5930 3.1400
C -6.8403 2.1247 7.0297
C -5.4723 2.1853 6.6610
C -5.4002 2.8494 5.4618
N -6.6745 3.1878 5.0910
C -7.5578 2.7544 6.0437
H -7.2529 1.6718 7.9182
H -4.6341 1.7877 7.2124
H -4.5555 3.1084 4.8416
H -6.9228 3.6790 4.2501
H -8.6168 2.9298 5.9370
C 1.7187 -5.6231 -0.6198
C 0.7850 -6.6859 -0.7068
C -0.3680 -6.2687 -0.0867
N -0.1630 -4.9966 0.3743
C 1.1042 -4.5932 0.0495
H 2.7270 -5.6122 -1.0051
H 0.9388 -7.6476 -1.1717
H -1.3128 -6.7663 0.0662
H -0.8405 -4.4424 0.8743
H 1.4589 -3.6116 0.3226
C 1.9113 -3.9811 -5.2222
C 0.8425 -4.7225 -5.7835
C 0.0686 -5.1724 -4.7423
N 0.6328 -4.7338 -3.5749
C 1.7527 -4.0031 -3.8575
H 2.7084 -3.4851 -5.7571
H 0.6596 -4.9057 -6.8313
H -0.8318 -5.7661 -4.7317
H 0.2785 -4.9200 -2.6495
H 2.3404 -3.5638 -3.0663
C 2.4008 1.2433 -6.7261
C 2.0876 1.7171 -5.4278
C 1.7744 0.6236 -4.6583
N 1.8822 -0.4915 -5.4444
C 2.2686 -0.1238 -6.7050
H 2.6914 1.8359 -7.5802
H 2.0917 2.7435 -5.0936
H 1.4840 0.5435 -3.6224
H 1.7054 -1.4382 -5.1415
H 2.4144 -0.8640 -7.4763
C 5.7271 -1.9789 -3.4987
C 7.0909 -1.9138 -3.8797
C 7.1490 -1.2439 -5.0761
N 5.8686 -0.9065 -5.4337
C 4.9980 -1.3459 -4.4754
H 5.3242 -2.4369 -2.6082
H 7.9353 -2.3120 -3.3383
H 7.9869 -0.9804 -5.7033
H 5.6084 -0.4109 -6.2715
H 3.9383 -1.1717 -4.5718
C 3.5077 1.8209 4.5934
C 2.1559 2.1889 4.8204
C 1.3752 1.3891 4.0245
N 2.2051 0.5559 3.3225
C 3.5061 0.8086 3.6670
H 4.3842 2.2484 5.0574
H 1.7956 2.9534 5.4923
H 0.3034 1.3418 3.8962
H 1.9053 -0.1355 2.6575
H 4.3149 0.2492 3.2238
C 2.4608 7.0140 4.0020
C 3.5727 7.5799 4.6749
C 4.3475 6.5413 5.1281
N 3.7422 5.3706 4.7576
C 2.5953 5.6491 4.0670
H 1.6532 7.5461 3.5228
H 3.7825 8.6298 4.8116
H 5.2735 6.5343 5.6813
H 4.0869 4.4481 4.9605
H 1.9748 4.8544 3.6835
C 8.8563 3.4735 -6.2106
C 7.5949 4.0093 -5.8499
C 6.8038 2.9598 -5.4520
N 7.5389 1.8110 -5.5633
C 8.7927 2.1152 -6.0199
H 9.7150 4.0208 -6.5684
H 7.2992 5.0469 -5.8778
H 5.7836 2.9314 -5.1013
H 7.2076 0.8830 -5.3420
H 9.5292 1.3412 -6.1707
```

Summary:
- Kohn-Sham gap: 7.8 eV
- Charge: 0
- Structure (SMILES): C=CC[C@]1(O)OS(=O)(=O)O[C@H]1C.c1cc[nH]c1.c1cc[nH]c1.c1cc[nH]c1.c1cc[nH]c1.c1cc[nH]c1.c1cc[nH]c1.c1cc[nH]c1.c1cc[nH]c1.c1cc[nH]c1.c1cc[nH]c1
- Total energy: -3110.5702 Ha
- Highest occupied orbital energy: -0.2973 hartree

Atom charges from the Löwdin analysis, given in e for atoms 1 to 99:
1 C -0.007
2 C -0.146
3 C -0.087
4 C -0.420
5 O 0.008
6 O -0.174
7 S 0.795
8 O -0.267
9 O -0.268
10 O -0.210
11 C -0.244
12 C -0.012
13 H 0.074
14 H 0.071
15 H 0.108
16 H 0.131
17 H 0.132
18 H 0.083
19 H 0.148
20 H 0.090
21 H 0.107
22 H 0.097
23 C -0.105
24 C -0.119
25 C -0.123
26 N 0.017
27 C -0.164
28 H 0.096
29 H 0.096
30 H 0.122
31 H 0.114
32 H 0.109
33 C -0.112
34 C -0.114
35 C -0.145
36 N 0.003
37 C -0.143
38 H 0.091
39 H 0.088
40 H 0.083
41 H 0.144
42 H 0.105
43 C -0.116
44 C -0.107
45 C -0.134
46 N 0.000
47 C -0.149
48 H 0.089
49 H 0.092
50 H 0.073
51 H 0.142
52 H 0.102
53 C -0.133
54 C -0.116
55 C -0.136
56 N 0.015
57 C -0.144
58 H 0.097
59 H 0.097
60 H 0.106
61 H 0.116
62 H 0.104
63 C -0.135
64 C -0.108
65 C -0.128
66 N 0.024
67 C -0.146
68 H 0.087
69 H 0.091
70 H 0.108
71 H 0.113
72 H 0.103
73 C -0.113
74 C -0.113
75 C -0.145
76 N -0.006
77 C -0.148
78 H 0.091
79 H 0.090
80 H 0.103
81 H 0.105
82 H 0.109
83 C -0.099
84 C -0.095
85 C -0.167
86 N 0.007
87 C -0.125
88 H 0.089
89 H 0.095
90 H 0.109
91 H 0.147
92 H 0.080
93 C -0.122
94 C -0.112
95 C -0.130
96 N 0.016
97 C -0.137
98 H 0.085
99 H 0.098

# 3
Below is a molecular structure, C11H29O4Tl in a non-equilibrium geometry, with properties calculated with ωB97M-V with the def2-TZVPD basis set.

```
45
C11H29O4Tl (ωB97M-V with the def2-TZVPD basis set)
Tl -15.5093 -14.7198 -12.0852
C -14.6181 -13.3710 -16.8964
C -15.5754 -14.2509 -16.1774
O -15.7887 -13.9919 -14.9095
H -14.8816 -12.3064 -16.8057
H -14.5446 -13.4637 -17.9823
H -13.5823 -13.3850 -16.5399
H -15.2312 -15.3259 -16.2525
H -16.5594 -14.4090 -16.6901
C -11.9610 -11.5343 -12.6699
C -12.5944 -12.5664 -13.6211
C -11.5698 -13.0634 -14.6421
O -12.9453 -13.7296 -12.8188
H -11.8812 -10.5716 -13.1773
H -10.9837 -11.8690 -12.3278
H -12.6302 -11.3656 -11.8255
H -13.5278 -12.2153 -14.0562
H -10.6646 -13.3818 -14.1318
H -11.3347 -12.2941 -15.3827
H -12.0496 -13.8581 -15.2174
H -12.1257 -14.0030 -12.3767
C -16.5900 -9.6686 -11.7003
C -17.0477 -11.1471 -11.6533
C -18.5209 -11.2714 -12.0231
O -16.1962 -11.9139 -12.4980
H -16.8396 -9.2770 -12.6864
H -15.5056 -9.6649 -11.5852
H -17.0278 -9.0995 -10.8853
H -16.9594 -11.4979 -10.6252
H -19.1246 -10.8070 -11.2429
H -18.8150 -12.3270 -12.0453
H -18.8562 -10.8524 -12.9740
H -16.4028 -11.6890 -13.4176
C -16.8361 -17.8530 -10.5580
C -16.3502 -18.5479 -11.8226
C -17.2652 -19.5902 -12.3771
O -16.1710 -17.4369 -12.8075
H -16.9012 -18.5615 -9.7364
H -17.7822 -17.3783 -10.8182
H -16.1176 -17.0773 -10.2788
H -15.3175 -18.9107 -11.7569
H -17.3897 -20.4175 -11.6805
H -16.9412 -20.0305 -13.3219
H -18.2217 -19.0854 -12.5528
H -16.1200 -17.9078 -13.6525
```

Summary:
- Kohn-Sham gap: 3.4 eV
- Charge: +2
- Total energy: -909.1536 Ha
- Highest occupied orbital energy: -0.5986 hartree
- Energy relative to the best compared isomer or geometry (same formula, charge and spin): 0.0 kJ/mol

Charges computed using natural (NBO), reported in e:
1 Tl 1.047
2 C -0.705
3 C -0.156
4 O -0.166
5 H 0.279
6 H 0.282
7 H 0.278
8 H 0.419
9 H 0.380
10 C -0.638
11 C 0.101
12 C -0.626
13 O -0.760
14 H 0.240
15 H 0.224
16 H 0.224
17 H 0.176
18 H 0.233
19 H 0.240
20 H 0.196
21 H 0.494
22 C -0.615
23 C 0.086
24 C -0.645
25 O -0.695
26 H 0.212
27 H 0.221
28 H 0.250
29 H 0.195
30 H 0.252
31 H 0.212
32 H 0.223
33 H 0.485
34 C -0.617
35 C 0.103
36 C -0.650
37 O -0.803
38 H 0.254
39 H 0.219
40 H 0.181
41 H 0.185
42 H 0.255
43 H 0.224
44 H 0.220
45 H 0.485

# 4
Below is a molecular structure, C4H6NO3 in a non-equilibrium geometry, with properties calculated with ωB97M-V with the def2-TZVPD basis set.

```
14
C4H6NO3 (ωB97M-V with the def2-TZVPD basis set)
C 1.9214 0.8396 0.3684
C 1.4969 -0.4301 -0.0157
N 0.1966 -0.5320 -0.6153
C -0.8013 0.2371 -0.2381
C -2.1989 -0.3389 -0.6021
O -2.1661 -1.4704 -1.0873
O -3.1599 0.3959 -0.3184
O 2.1535 -1.4906 0.0324
H 2.8454 0.8517 0.9380
H 1.7210 1.7859 -0.1192
H -0.5964 0.2043 1.8720
H -0.1466 -1.4750 -0.8162
H -0.6255 1.2852 -0.4560
H -0.6400 0.1372 1.0575
```

Summary:
- Kohn-Sham gap: 6.1 eV
- Charge: -1
- Total energy: -436.4221 Ha
- Highest occupied orbital energy: -0.1411 hartree
- Energy relative to the best compared isomer or geometry (same formula, charge and spin): 465.1 kJ/mol

Charges computed using natural (NBO), reported in e:
1 C -0.735
2 C 0.506
3 N -0.480
4 C -0.007
5 C 0.712
6 O -0.735
7 O -0.724
8 O -0.731
9 H 0.195
10 H 0.185
11 H 0.162
12 H 0.437
13 H 0.231
14 H -0.016